Entry 1:
DFT (ωB97M-V with the def2-TZVPD basis set) results for C34H24Cl2F10N8OSTl as an isolated structure.

Values from the calculation:
frontier orbital gap: 6.60 eV

Structure (ORCA input):
```
! wB97M-V def2-TZVPD RIJCOSX def2/J DEFGRID3
* xyz -1 1
S -1.228 -2.090 -2.886
H -0.159 -4.197 -1.756
C -2.676 -1.251 -2.531
C -2.091 -1.846 2.000
C 1.932 0.594 -3.051
C -3.186 3.759 -0.915
H 1.078 -5.154 -0.892
H -4.022 -0.001 -3.332
C 2.442 3.161 -4.199
Cl -4.039 5.065 1.284
F -0.078 0.599 -4.313
H 1.447 -3.151 -2.916
F 4.017 0.863 -1.924
C -1.832 -2.046 4.381
C 1.266 2.480 -4.473
F 4.502 3.210 -3.061
C -0.019 -2.275 2.868
H -0.160 -4.232 0.006
H 0.207 -2.427 4.995
H -3.698 -1.636 3.418
N 1.874 -0.633 0.615
N -3.413 -0.769 -3.576
O -1.011 0.946 -1.631
C -2.360 2.897 1.179
C -1.439 1.973 3.195
F 1.852 4.117 0.624
C -1.650 1.899 0.467
C -2.469 2.781 -1.610
N -2.392 -1.368 -0.308
H 3.042 -3.772 0.161
C 0.478 -4.231 -0.878
N 1.343 -3.051 -0.843
Cl -2.560 2.766 -3.345
C 1.032 1.234 -3.930
C -1.673 1.824 -0.980
H -1.305 1.962 4.268
H -3.778 4.471 -1.473
H 3.354 -1.613 -3.190
N -0.896 0.971 1.097
C 2.126 2.988 1.286
F 2.864 4.233 3.171
H 2.861 -1.961 1.963
C 1.920 1.771 0.680
F 2.851 -0.437 3.393
C 2.669 0.648 2.595
H -0.158 0.262 2.863
C 2.710 -1.554 -2.300
F 0.383 3.018 -5.327
H -2.744 3.663 3.159
C 2.183 -3.110 0.348
C 2.164 0.518 1.286
H -4.732 -0.699 1.636
H -4.789 -2.460 1.518
C -2.645 -1.833 3.284
N 1.621 -0.632 -2.532
C 2.716 -1.779 0.897
C -3.137 3.823 0.447
C 2.640 3.054 2.571
H 1.583 -3.596 1.118
H -4.924 -1.460 0.054
F 1.429 1.794 -0.566
C -0.481 -2.270 4.175
C -0.790 1.011 2.401
F 2.681 4.366 -4.743
N -0.790 -2.083 1.804
H 2.919 -3.704 -2.082
H 1.036 -2.416 2.678
F 3.373 1.881 4.473
H 3.725 -1.600 0.498
C -4.439 -1.553 1.020
C 2.910 1.866 3.212
N -3.197 -1.040 -1.340
C 3.364 2.564 -3.368
H 3.368 -1.291 -1.467
Tl 0.084 -0.829 -0.816
H -2.247 -2.026 5.381
H -2.894 -0.657 -4.431
C -2.226 2.907 2.585
C -2.950 -1.585 0.827
C 2.123 -2.942 -2.085
C 3.107 1.322 -2.813
*
```

Entry 2:
DFT (ωB97M-V with the def2-TZVPD basis set) results for C34H24Cl2N2O3STi as an isolated structure.

Values from the calculation:
frontier orbital gap: 6.20 eV

Structure (ORCA input):
```
! wB97M-V def2-TZVPD RIJCOSX def2/J DEFGRID3
* xyz 0 1
C 1.442 -1.310 0.956
H 3.053 0.171 -3.861
C 0.868 -1.404 2.234
N -0.350 2.354 -1.055
Cl 2.779 3.425 7.146
H -1.755 3.105 3.224
H -3.671 -1.280 2.752
C 0.461 -1.662 0.008
H 2.167 1.278 -1.819
C -1.403 3.499 2.280
C -9.447 -3.719 -0.438
C -5.530 -2.605 0.249
C -3.606 -0.645 0.707
H -9.939 -3.787 0.533
C -0.809 3.123 -0.112
H 2.448 -0.993 0.728
C -0.600 -0.398 -2.776
H 3.149 3.187 4.320
C -0.111 -1.019 -3.917
C 1.206 -0.823 -4.309
H -0.440 6.393 0.787
H 2.817 2.690 2.077
H -1.032 5.431 3.018
H -0.277 4.924 -1.196
H -1.204 -1.897 2.870
H -10.122 -3.226 -1.134
C -4.066 -1.438 1.756
C 1.837 2.653 5.910
O 1.368 1.587 1.280
C 1.459 2.042 3.620
H 1.352 -1.162 3.167
H -1.622 -0.551 -2.453
C -5.075 -1.817 -0.803
C -0.585 4.549 -0.229
H 1.589 -1.307 -5.197
H -9.213 -4.726 -0.781
C -2.574 0.343 0.941
C -1.022 4.782 2.151
C 2.237 2.678 4.607
C -0.660 5.336 0.860
C -1.429 2.631 1.113
N -0.269 1.023 -0.817
C -0.484 -1.789 2.076
C 0.649 1.997 6.271
Ti -0.320 0.331 1.103
H -5.396 -3.014 2.347
C 0.249 1.378 3.944
H -5.475 -1.966 -1.797
O -0.504 0.821 3.075
H 0.336 1.981 7.306
H -0.759 -1.657 -4.504
C -8.207 -2.876 -0.276
C -5.029 -2.407 1.529
C -2.269 1.551 1.040
C 1.902 2.111 2.263
C -4.123 -0.840 -0.575
C 2.027 0.008 -3.556
S -6.733 -3.871 -0.034
C -0.118 1.381 5.321
H 0.603 -1.716 -1.054
C -0.731 -1.956 0.694
H -3.778 -0.213 -1.386
H -1.659 -2.268 0.244
Cl -1.590 0.587 5.763
O -8.206 -1.679 -0.274
C 1.540 0.627 -2.416
C 0.226 0.416 -2.013
*
```

Entry 3:
DFT (ωB97M-V with the def2-TZVPD basis set) results for C34H24Cl4N6O2S3V as an isolated structure.

Values from the calculation:
frontier orbital gap (alpha / beta): 4.38 / 5.36 eV

Structure (ORCA input):
```
! wB97M-V def2-TZVPD RIJCOSX def2/J DEFGRID3
* xyz -2 4
N 1.813 1.549 -1.270
Cl 0.367 4.315 3.188
C 1.708 -2.710 0.041
S 5.453 0.055 -5.878
C -2.459 1.397 0.189
H 3.069 -4.169 0.536
H -0.979 -2.832 -0.110
H -1.482 -2.177 1.444
C 4.196 0.811 -4.003
H 3.879 -3.338 -3.513
C -4.214 1.891 1.794
C -0.102 2.686 3.571
C 1.477 -1.343 -1.902
C -0.853 0.075 4.121
N 4.910 1.310 -4.983
H -5.027 0.207 2.854
H -2.719 -2.722 0.263
H -1.247 -1.642 -3.492
V 0.529 0.265 0.214
H 0.466 -0.689 -4.617
Cl -0.956 3.635 5.978
C 3.384 -1.336 -2.983
H 4.230 -4.367 -1.515
C -0.265 0.360 2.900
H 1.081 3.327 -0.572
Cl -1.334 -1.569 4.422
C 3.446 -2.802 -2.671
H 6.009 -3.037 -0.655
C 1.771 2.883 -1.279
H -2.892 -1.677 -1.770
O 0.624 1.923 1.432
C -3.543 -0.382 1.423
S -1.186 1.919 -0.887
C 4.881 -1.273 -0.406
C 2.118 -2.243 -2.994
C -3.282 2.306 0.853
C 3.453 1.614 -3.024
H -0.578 -2.527 -2.131
C 4.117 -0.635 -4.029
N 4.777 -1.169 -5.026
H 2.475 4.719 -2.121
H -3.629 -1.426 1.689
C 3.872 -3.351 -1.317
C 3.372 2.996 -3.055
H 5.679 -0.770 0.139
H 1.261 -2.907 1.016
S 2.979 0.130 0.908
C -1.072 1.078 5.083
C 2.839 -0.521 -1.818
Cl -1.827 0.678 6.598
C -0.693 2.375 4.807
H 1.270 0.674 -3.825
C 2.685 0.933 -2.071
C 2.790 -3.475 -0.252
N 1.032 -1.732 -0.624
H 3.945 3.549 -3.790
C -4.338 0.545 2.089
C 3.616 -0.573 -0.509
C 2.547 3.640 -2.144
C -1.738 -2.239 0.390
H -4.811 2.626 2.323
N -1.733 -0.899 -0.194
C 5.050 -2.546 -0.793
N 0.309 -0.650 -2.482
O -0.045 -0.521 1.959
H -2.302 -0.016 -2.000
C -2.616 0.024 0.470
C 0.412 0.013 -3.767
H -0.477 0.636 -3.893
C -0.869 -1.530 -2.466
C 0.115 1.710 2.603
H 1.573 -2.556 -3.878
C -2.031 -1.002 -1.632
H -3.134 3.361 0.656
*
```

The records above yield relative energy (zero: lowest compared OMol25 entry of this formula, charge and spin) values of 0.000, 0.346, 4.506 eV, respectively.
The records above yield energy values of -4313.05649, -3813.30962, -5768.48468 hartree, respectively.